A molecular structure, C13H28MnN3O7, computed with ωB97M-V/def2-TZVPD.

The LUMO energy (spin up / spin down) is 0.076 / 0.076 Ha. As for the multiplicity: 6. The calculation puts the gap between HOMO and LUMO (spin up / spin down) at 3.8 / 4.1 eV. Its charge is -1.

The geometry in XYZ format:
```
52
C13H28MnN3O7, DFT ωB97M-V/def2-TZVPD
Mn -0.5783 -1.5613 -0.2934
O -1.3378 0.2446 -0.5292
O 1.5022 -0.7746 0.4507
O -1.2262 -1.9315 1.8547
O -1.6148 -3.0041 -1.3083
O 0.5591 -1.2920 -2.1047
O 0.0550 -3.6050 -0.0966
O -1.7490 -4.8604 -0.1278
N 2.5046 0.3495 2.1435
N -1.7399 2.4382 -0.7389
N 0.8034 -0.7362 -4.3015
C -0.6096 2.5905 -1.6585
C 0.8192 -1.1216 -5.7036
C 3.6841 0.4924 2.9763
C -2.3619 3.6594 -0.3376
C -2.8369 -1.0780 3.3894
C -1.3335 -1.0945 2.9373
C -0.4394 -1.5143 4.1060
C -1.9279 1.2351 -0.1366
C 1.1388 0.6773 -4.1613
C -1.0212 -4.0100 -0.7388
C 0.5871 -1.5738 -3.2910
C 1.5281 1.4153 2.1646
C 2.3416 -0.7019 1.3263
H 0.5864 -2.1698 -5.9076
H 0.2897 1.3315 -4.3530
H -2.9089 3.5816 0.6066
H 0.2372 3.1023 -1.2061
H 1.6398 0.9643 -3.2389
H -1.0172 3.1843 -2.4837
H 1.6621 1.9610 1.2228
H 0.4440 -2.5992 -3.6598
H 3.4749 -0.0930 3.8756
H -0.6939 -0.9388 5.0061
H 0.0706 -0.7048 -6.3830
H -3.0263 4.1540 -1.0502
H 0.6287 -1.4041 3.9071
H 1.9126 0.8701 -4.9088
H -2.4492 1.3668 0.8211
H 4.6256 0.2399 2.4903
H -0.6144 -2.5547 4.3894
H -1.0807 -0.0438 2.6746
H -3.0749 -2.0834 3.7326
H -1.6842 4.4724 -0.0480
H -3.5357 -0.6975 2.6451
H -0.4217 1.6285 -2.1206
H 1.7564 2.1389 2.9469
H 3.2030 -1.3837 1.3876
H 0.4798 1.1512 2.2959
H 3.8216 1.5226 3.3017
H -2.9203 -0.3515 4.2127
H 1.8482 -0.8883 -5.9776
```

=====

A molecular structure, C13H28N3O9Sr, computed with ωB97M-V/def2-TZVPD.

The LUMO energy is 0.084 Ha. The calculation puts the gap between HOMO and LUMO at 7.3 eV. Its charge is -1. The calculation puts the energy relative to the best compared isomer or geometry (same formula, charge and spin) at 0.0 kcal/mol.

The geometry in XYZ format:
```
54
C13H28N3O9Sr, DFT ωB97M-V/def2-TZVPD
Sr 0.5327 0.4743 -0.8106
O -0.9057 2.0301 -2.4286
O -1.6571 -0.6646 -1.4009
O 2.3662 2.0752 -0.0905
O 0.0052 -2.8080 3.0503
O 0.4736 0.6490 -3.4618
O -0.7127 2.4860 0.5946
O 3.4802 3.9962 0.2257
O 0.9286 -1.9873 -0.7010
O 2.4596 -0.9494 -1.8959
N -3.7870 -1.1568 -2.0112
N -1.9999 -1.8654 -3.2808
N -0.6142 -0.3983 1.5886
C -1.7661 0.4842 1.5933
C -0.5312 3.8774 0.7067
C 2.7195 2.8510 2.1460
C 2.7474 -3.3054 -1.5616
C 0.9271 -1.7228 2.9153
C -0.4810 1.4617 -3.4689
C 0.6880 -4.0379 3.0071
C -1.4161 1.9653 1.6905
C -2.4234 -1.1828 -2.1884
C 2.8672 2.9952 0.6215
C -1.3320 1.5198 -4.7498
C 2.0102 -1.9835 -1.3681
C 0.1357 -0.4477 2.8570
H -0.0451 4.2642 -0.1846
H 1.6324 -1.7470 3.7501
H -0.8817 2.2034 2.6264
H -2.3878 2.4643 1.8526
H 2.5814 -3.6178 -2.5951
H 2.1122 1.9716 2.3913
H -1.0333 -1.7943 -3.5544
H -0.8075 -1.3647 1.3456
H 3.6939 2.6614 2.5942
H 1.4478 -1.8497 1.9560
H -2.6299 -2.3681 -3.8750
H 1.0989 -4.2569 2.0162
H 2.2115 3.7201 2.5635
H -1.1611 2.3841 -5.3874
H 1.4238 -4.0737 3.8167
H -2.5360 0.2191 2.3295
H -1.5046 4.3841 0.7456
H -4.4219 -1.4128 -2.7425
H -0.0333 -4.8435 3.1790
H -1.3091 0.5373 -5.2157
H -4.1574 -0.6843 -1.2093
H 0.0645 4.0880 1.5983
H 2.4869 -4.0889 -0.8564
H -2.2227 0.3678 0.6042
H -0.5745 -0.4726 3.6988
H 3.8214 -3.1102 -1.4987
H 0.7893 0.4231 2.8887
H -2.3730 1.6401 -4.4162
```

=====

2 unconnected molecules or ions with the total composition C13H28N4O6P, computed with ωB97M-V/def2-TZVPD.

The LUMO energy is 0.093 Ha. The calculation puts the gap between HOMO and LUMO at 8.1 eV. Its charge is -1.

The geometry in XYZ format:
```
52
C13H28N4O6P, DFT ωB97M-V/def2-TZVPD
P -2.8233 0.8921 -0.0209
O 0.4408 1.5241 0.3003
O -3.1694 1.9505 0.9423
O 0.8779 -0.6161 0.2462
O 6.0072 1.3303 -1.1179
O -1.6933 1.3222 -0.9996
O 2.7690 0.0960 -2.6648
N -4.2011 0.6549 -0.9754
N 4.6661 -1.0736 -2.5010
N -2.4360 -0.5468 0.7895
N 4.9775 -0.1846 0.2127
C -6.0148 -0.8645 -0.4849
C 3.6434 -0.3975 -1.9587
C -3.0649 -1.9787 2.6447
C 1.2524 0.5772 0.1889
C -6.4296 1.5846 -0.8342
C 4.8482 -1.2697 -3.9361
C 3.6399 -0.2438 -0.4176
C -1.3471 -0.1778 2.9315
C -5.4711 0.5426 -0.2630
C 5.9831 0.6234 -0.1230
C -2.6478 -0.5698 2.2371
C 2.7548 0.9089 0.1078
C 7.1684 0.6152 0.8117
H 5.0773 -0.6986 1.0699
H 4.8955 -0.2955 -4.4267
H -5.3157 -1.6013 -0.0766
H -5.3578 0.7137 0.8149
H -3.2538 -2.0243 3.7207
H 3.1928 -1.1677 -0.0515
H -1.4726 -0.2018 4.0173
H 7.9022 1.3349 0.4505
H 2.9103 1.7965 -0.5079
H -4.2020 1.4582 -1.5840
H -6.1433 -1.0619 -1.5537
H 5.7673 -1.8210 -4.1317
H -1.4554 -0.7319 0.5597
H 6.8341 0.9030 1.8066
H -0.8902 1.4416 -0.4117
H -3.9791 -2.2668 2.1183
H -0.5392 -0.8627 2.6555
H -6.5502 1.4479 -1.9133
H -2.2794 -2.6980 2.3944
H -7.4109 1.4983 -0.3585
H -1.0535 0.8360 2.6417
H -3.4492 0.1133 2.5412
H 3.9950 -1.8180 -4.3387
H -6.0432 2.5914 -0.6478
H 7.6050 -0.3808 0.8309
H 3.0744 1.1563 1.1220
H 5.3912 -1.3749 -1.8732
H -6.9798 -0.9850 0.0162
```

=====

A molecular structure, C13H28O3SZn, computed with ωB97M-V/def2-TZVPD.

The LUMO energy is -0.458 Ha. The calculation puts the gap between HOMO and LUMO at 2.8 eV. Its charge is +2.

The geometry in XYZ format:
```
46
C13H28O3SZn, DFT ωB97M-V/def2-TZVPD
Zn -0.2604 4.0880 -1.5404
S -1.4260 -2.2384 -2.5992
O -1.0508 -0.8238 -2.4680
O -2.1290 -2.5858 -1.1611
O -0.1642 -3.1579 -2.3743
C 1.6421 2.4868 -1.2778
C -0.8302 1.3021 2.4041
C 2.1151 -2.5304 -1.8429
C -0.9407 1.3436 0.8605
C 2.2707 -1.0926 -2.3192
C -2.5947 -0.6174 2.2675
C -0.3062 2.6409 0.4000
C 1.1975 2.8305 0.1680
C -3.0226 -1.9287 2.9463
C -1.3305 -0.0635 2.9149
C 0.7474 -2.8666 -1.2796
C 1.8954 -0.0440 -1.2671
C 2.6125 1.2969 -1.4476
H -1.5416 0.0789 3.9792
H 2.3080 -3.1938 -2.6874
H 1.7535 2.3011 0.9442
H -2.3913 -0.8566 1.2198
H -2.5434 -2.7847 2.4708
H 0.3148 -2.0756 -0.6666
H 1.6035 -0.9372 -3.1724
H -2.7295 -1.8535 -0.9555
H 3.3809 1.4206 -0.6800
H 0.7501 2.2302 -1.8998
H -0.5362 -0.8096 2.8382
H 1.4262 3.8956 0.3217
H -4.0979 -2.0781 2.8716
H 0.2237 1.4090 2.6717
H 2.1460 3.3667 -1.7273
H 3.2867 -0.9231 -2.6808
H -0.7802 2.7642 -0.7019
H 0.8183 0.1123 -1.3785
H -1.3930 2.1206 2.8555
H -0.4471 0.4825 0.4069
H -2.7506 -1.9375 4.0020
H 2.0465 -0.4398 -0.2573
H 2.8611 -2.7727 -1.0808
H 0.8015 -3.7586 -0.6591
H -3.4130 0.1025 2.3501
H -1.9920 1.2900 0.5745
H 3.1161 1.3672 -2.4109
H -0.6466 3.4395 1.0679
```

=====

3 unconnected molecules or ions with the total composition C13H29BFN2O4, computed with ωB97M-V/def2-TZVPD.

The LUMO energy is 0.084 Ha. The calculation puts the gap between HOMO and LUMO at 7.1 eV. Its charge is -1. The calculation puts the energy relative to the best compared isomer or geometry (same formula, charge and spin) at 55.3 kcal/mol.

The geometry in XYZ format:
```
50
C13H29BFN2O4, DFT ωB97M-V/def2-TZVPD
F 3.6641 1.3155 -1.2159
O -1.8836 0.2385 5.7984
O 0.8866 -2.6365 -5.3869
O 3.1375 -1.6427 -5.5567
O -1.6023 1.5799 0.3729
N -1.8851 2.9560 2.1243
N -3.0091 -1.2259 4.5217
C 1.6202 2.7523 -1.5260
C -0.0135 1.3608 2.1516
C 2.2674 -2.4538 -4.9135
C 2.8361 -3.2507 -3.5980
C -1.2149 1.9595 1.4764
C -3.2750 -2.4902 3.8765
C -1.9580 -0.8945 5.3263
C 2.6983 1.7757 -2.2794
C -0.0588 -1.0806 -3.5866
C -1.5919 3.5369 3.4135
C -0.9214 -1.9462 5.6041
C 0.0848 -1.3851 -5.1907
C 2.0541 0.4840 -3.0531
B 0.4143 0.4710 -3.1578
H 3.5363 -2.5664 -2.9552
H 0.4651 -0.4875 -5.8379
H 0.4127 0.5815 1.5143
H -0.4501 -2.2622 4.6698
H -1.4208 4.6064 3.2710
H -2.4650 3.3945 4.0545
H -2.5103 -3.2366 4.0925
H -0.9995 -1.6613 -5.6054
H -3.3219 -2.3162 2.7991
H -2.6822 3.3081 1.6065
H -0.1491 -1.5335 6.2586
H -0.3062 0.9080 3.1025
H -3.6646 -0.4655 4.3817
H -0.1530 0.6922 -2.1453
H 1.0230 3.3981 -2.3288
H 3.3551 -4.2376 -3.9581
H 1.9007 -3.5234 -2.9260
H 2.5329 -0.4775 -2.5821
H 0.9198 2.2179 -0.7510
H 3.3257 2.4500 -3.0381
H 0.4313 -1.8928 -2.8850
H -1.2265 -1.1197 -3.3416
H 2.2597 3.5408 -0.8976
H 0.0760 1.1606 -4.0539
H -4.2456 -2.8499 4.2255
H 2.4587 0.5310 -4.1748
H 0.7466 2.1298 2.3125
H -1.3814 -2.8002 6.1079
H -0.7172 3.0871 3.8835
```

=====

> What is the formula in the third record?

C13H28N4O6P